(1)
Entry from the OMol25 dataset: an isolated molecule of C3H4IN (wB97M-V/def2-TZVPD).

Values from the calculation:
SMILES = C=C/C=N/I
Gap between HOMO and LUMO = 8.909 eV
E_HOMO = -9.131 eV
Strongest force on any atom = 3.687 eV Å⁻¹
LUMO = -0.223 eV
Relative energy (zero: lowest compared OMol25 entry of this formula, charge and spin) = 150.2 kJ/mol
M = 180.98 g mol⁻¹

```
! RIJCOSX wB97M-V def2-TZVPD def2/J DEFGRID3
* xyz 0 1
C 1.651 0.497 0.047
C 0.643 -0.280 -0.292
C -0.652 -0.350 0.324
N -1.626 0.183 -0.322
I -3.617 -0.135 0.026
H 2.346 0.749 -0.744
H 1.547 0.837 1.085
H 0.518 -0.530 -1.378
H -0.809 -0.971 1.255
*
```



(2)
Entry from the OMol25 dataset: a cluster of 5 separate species, C5H22N2O4S in total (wB97M-V/def2-TZVPD).

Values from the calculation:
SMILES = C[C@H](CS)NCCN.O.O.O.O
Gap between HOMO and LUMO = 9.313 eV
E_HOMO = -8.875 eV
Strongest force on any atom = 2.271 eV Å⁻¹
LUMO = 0.439 eV
Relative energy (zero: lowest compared OMol25 entry of this formula, charge and spin) = 119.4 kJ/mol
M = 206.31 g mol⁻¹

```
! RIJCOSX wB97M-V def2-TZVPD def2/J DEFGRID3
* xyz 0 1
C -1.638 -1.470 1.055
C -0.660 -1.231 -0.060
C 0.603 -2.120 0.106
S 0.639 -3.636 -0.898
N -0.204 0.181 -0.054
C -0.770 1.029 -1.092
C -0.602 2.484 -0.721
N -1.266 2.977 0.480
H -1.296 -1.205 2.065
H -1.897 -2.522 1.250
H -2.613 -0.985 0.931
H -1.122 -1.518 -0.990
H 0.628 -2.511 1.123
H 1.517 -1.556 -0.027
H 0.503 -3.106 -2.122
H -0.400 0.568 0.853
H -0.168 0.883 -2.002
H -1.753 0.718 -1.476
H 0.478 2.574 -0.502
H -0.598 3.233 -1.518
H -0.785 2.738 1.339
H -2.203 2.589 0.538
O -0.957 -1.636 -3.674
H -1.719 -1.689 -3.085
H -1.101 -0.897 -4.273
O 2.543 0.230 -0.686
H 1.623 0.277 -0.363
H 2.471 0.057 -1.628
O 2.785 1.319 2.062
H 3.438 0.836 2.589
H 2.683 0.675 1.339
O 0.311 0.937 2.956
H 1.155 1.379 2.740
H 0.375 0.398 3.746
*
```



(3)
Entry from the OMol25 dataset: a structure of composition C32H54As2IMgN4O4P2S (wB97M-V/def2-TZVPD).

Values from the calculation:
Gap between HOMO and LUMO = 8.180 eV
E_HOMO = -9.703 eV
Strongest force on any atom = 0.124 eV Å⁻¹
LUMO = -1.522 eV
Relative energy (zero: lowest compared OMol25 entry of this formula, charge and spin) = 0.0 kJ/mol
M = 953.88 g mol⁻¹

```
! RIJCOSX wB97M-V def2-TZVPD def2/J DEFGRID3
* xyz 1 1
Mg 0.273 0.144 -0.424
I -0.153 0.075 2.619
C 1.613 1.186 2.856
C 1.962 1.504 4.137
C 3.125 2.265 4.375
C 3.885 2.682 3.325
C 3.527 2.361 1.992
C 4.324 2.820 0.914
C 3.982 2.508 -0.366
C 2.830 1.725 -0.616
C 1.991 1.242 0.370
C 2.366 1.583 1.712
H 1.352 1.182 4.970
H 3.400 2.513 5.391
H 4.779 3.271 3.493
H 5.205 3.413 1.132
H 4.598 2.854 -1.190
H 2.617 1.481 -1.656
C -3.640 -0.394 -1.249
As -2.206 -1.382 -0.369
C -2.595 -3.114 -1.190
C -2.993 -1.596 1.415
C -4.045 -0.762 1.791
C -4.598 -0.831 3.061
C -4.107 -1.748 3.975
C -3.059 -2.580 3.612
C -2.483 -2.511 2.346
As -0.973 -3.677 1.878
C -1.948 -5.380 1.908
C -0.121 -3.853 3.633
H -3.666 0.628 -0.877
H -4.609 -0.871 -1.107
H -3.406 -0.368 -2.314
H -3.577 -3.474 -0.885
H -1.832 -3.842 -0.927
H -2.584 -2.972 -2.271
H -4.444 -0.039 1.092
H -5.410 -0.170 3.331
H -4.534 -1.815 4.967
H -2.682 -3.290 4.337
H -2.523 -5.475 2.828
H -1.236 -6.202 1.839
H -2.623 -5.429 1.055
H -0.795 -4.275 4.377
H 0.236 -2.880 3.967
H 0.734 -4.522 3.529
C 0.145 4.007 0.799
N -0.576 4.165 -0.462
C -0.515 5.495 -1.051
P -1.280 2.929 -1.237
O -1.180 1.656 -0.475
O -0.586 2.771 -2.692
P 0.176 1.540 -3.399
O 0.413 0.430 -2.438
N 1.448 2.319 -4.053
C 2.055 3.531 -3.514
C 2.316 1.581 -4.968
N -0.724 0.999 -4.644
C -1.416 -0.284 -4.602
C -1.033 1.825 -5.803
N -2.761 3.457 -1.695
C -3.472 2.937 -2.857
C -3.644 4.025 -0.679
H 1.219 4.147 0.653
H -0.019 3.012 1.201
H -0.221 4.748 1.514
H 0.525 5.795 -1.203
H -0.986 6.225 -0.388
H -1.029 5.516 -2.011
H 1.423 3.975 -2.751
H 2.197 4.254 -4.320
H 3.026 3.309 -3.069
H 1.794 0.721 -5.382
H 3.216 1.230 -4.455
H 2.615 2.234 -5.789
H -1.094 -0.850 -3.732
H -1.181 -0.857 -5.502
H -2.500 -0.140 -4.563
H -0.497 2.770 -5.750
H -2.105 2.032 -5.856
H -0.741 1.307 -6.720
H -2.780 2.479 -3.558
H -3.984 3.758 -3.362
H -4.219 2.193 -2.564
H -3.062 4.445 0.139
H -4.324 3.271 -0.272
H -4.240 4.822 -1.127
O 1.166 -1.688 -0.548
S 2.248 -2.040 0.469
C 2.422 -3.846 0.269
C 3.724 -4.133 -0.481
C 4.023 -2.894 -1.320
C 3.820 -1.729 -0.365
H 1.533 -4.105 -0.305
H 2.358 -4.317 1.248
H 3.629 -5.036 -1.083
H 4.538 -4.296 0.229
H 3.319 -2.816 -2.151
H 5.033 -2.904 -1.730
H 3.743 -0.739 -0.808
H 4.581 -1.706 0.419
*
```



(4)
Entry from the OMol25 dataset: a structure of composition C21H45CoOP3S (wB97M-V/def2-TZVPD).

Values from the calculation:
Gap between HOMO and LUMO (spin up / spin down) = 6.822 / 4.098 eV
E_HOMO (spin up / spin down) = -16.104 / -17.451 eV
Strongest force on any atom = 3.299 eV Å⁻¹
LUMO (spin up / spin down) = -9.282 / -13.354 eV
⟨S²⟩ = 6.040
M = 497.51 g mol⁻¹

```
! RIJCOSX wB97M-V def2-TZVPD def2/J DEFGRID3
* xyz 3 5
Co 0.543 -0.209 -0.140
P 1.327 -0.937 -2.078
P 2.758 -0.169 0.684
P -1.547 -0.613 -0.459
H 1.206 2.226 1.016
C 0.276 1.642 1.020
C 0.094 0.545 1.895
H 0.871 0.236 2.596
C 1.517 0.558 -3.129
C 2.941 -1.781 -2.391
C 0.359 -2.079 -3.161
C 3.165 0.592 2.316
C 3.743 -1.714 0.863
C 3.822 0.891 -0.394
C -2.786 -0.056 0.771
C -2.010 -2.357 -0.690
C -1.963 0.206 -2.056
H -0.630 2.153 0.666
H -0.921 0.266 2.165
H 1.827 0.253 -4.136
H 2.270 1.232 -2.707
H 0.569 1.101 -3.189
H 3.072 -1.903 -3.476
H 2.937 -2.778 -1.934
H 3.806 -1.236 -2.009
H 0.864 -2.150 -4.134
H -0.674 -1.768 -3.334
H 0.339 -3.078 -2.706
H 4.238 0.824 2.369
H 2.924 -0.111 3.123
H 2.595 1.515 2.473
H 4.785 -1.441 1.076
H 3.714 -2.317 -0.047
H 3.350 -2.316 1.692
H 4.753 1.080 0.159
H 3.320 1.846 -0.593
H 4.066 0.424 -1.352
H -3.802 -0.091 0.358
H -2.592 0.969 1.111
H -2.729 -0.726 1.640
H -3.086 -2.404 -0.899
H -1.775 -2.905 0.229
H -1.456 -2.810 -1.517
H -3.051 0.183 -2.181
H -1.487 -0.283 -2.912
H -1.615 1.248 -2.040
C -3.919 4.493 -0.201
C -4.131 5.450 -1.212
C -4.393 6.776 -0.872
C -4.521 7.147 0.472
C -4.435 6.172 1.474
C -4.167 4.837 1.144
S -3.442 2.873 -0.678
H -2.036 3.057 -0.744
H -4.079 5.108 -2.245
H -4.508 7.508 -1.673
H -4.715 8.192 0.723
H -4.591 6.463 2.513
H -4.161 4.056 1.907
C 1.208 -5.184 1.639
C 1.261 -4.380 2.951
C 0.630 -3.029 2.596
O 0.630 -2.887 1.167
C 1.017 -4.127 0.544
H 2.107 -5.776 1.461
H 0.344 -5.857 1.648
H 2.300 -4.239 3.276
H 0.711 -4.873 3.755
H -0.408 -2.985 2.964
H 1.182 -2.178 3.031
H 1.959 -3.971 -0.020
H 0.233 -4.409 -0.180
*
```



(5)
Entry from the OMol25 dataset: a structure of composition C24H32Cl2DyN3O3 (wB97M-V/def2-TZVPD).

Values from the calculation:
Gap between HOMO and LUMO (spin up / spin down) = 4.799 / 4.737 eV
E_HOMO (spin up / spin down) = -5.094 / -5.036 eV
Strongest force on any atom = 4.173 eV Å⁻¹
LUMO (spin up / spin down) = -0.295 / -0.298 eV
⟨S²⟩ = 9.330
Relative energy (zero: lowest compared OMol25 entry of this formula, charge and spin) = 0.0 kJ/mol
M = 643.94 g mol⁻¹

```
! RIJCOSX wB97M-V def2-TZVPD def2/J DEFGRID3
* xyz 0 6
O 0.251 1.407 -2.151
C -0.461 1.447 -3.179
C -0.107 2.002 -4.493
C 1.029 2.799 -4.781
H 1.707 3.065 -3.967
C 1.252 3.254 -6.091
H 2.120 3.868 -6.341
C 0.369 2.910 -7.131
H 0.505 3.286 -8.150
C -0.757 2.129 -6.838
H -1.473 1.885 -7.617
C -0.978 1.661 -5.547
H -1.837 1.042 -5.310
H -1.404 0.873 -3.136
C -2.574 2.341 -0.587
C -2.368 1.076 0.124
H -3.545 2.811 -0.356
H -2.496 2.147 -1.668
H -1.753 3.047 -0.369
C -2.948 0.426 1.089
C -3.953 0.985 2.099
H -2.705 -0.632 1.319
H -4.560 1.771 1.633
H -3.463 1.406 2.991
H -4.600 0.166 2.433
Dy 0.161 0.034 -0.255
Cl 1.334 2.222 0.435
Cl -0.894 -1.408 -2.193
H 4.016 0.856 -2.985
H 5.717 1.095 -1.623
C 3.232 0.541 -2.280
C 5.124 0.979 -0.701
N 3.898 0.248 -1.003
H 2.721 -0.358 -2.662
C 3.329 -0.494 -0.063
O 2.155 -0.950 -0.176
H 5.677 0.385 0.042
H 3.933 -0.657 0.842
H 2.483 1.345 -2.154
H 4.894 1.978 -0.277
H -1.401 -5.375 2.177
H -0.593 -6.363 -0.165
C -1.795 -4.533 1.602
C -1.074 -5.466 -0.577
N -1.017 -4.364 0.385
H -1.758 -3.617 2.188
C -0.341 -3.237 0.119
O -0.432 -2.150 0.751
H -0.547 -5.128 -1.472
H 0.311 -3.296 -0.780
H -2.825 -4.793 1.347
H -2.120 -5.709 -0.800
N -0.086 0.242 2.226
C -0.050 0.213 3.396
C 0.005 0.161 4.818
C -1.178 0.247 5.565
C -1.121 0.165 6.962
C 0.112 -0.012 7.609
C 1.291 -0.110 6.851
C 1.237 -0.025 5.459
H -2.122 0.366 5.023
H -2.055 0.235 7.529
H 0.151 -0.078 8.702
H 2.255 -0.256 7.336
H 2.127 -0.107 4.829
*
```



(6)
Entry from the OMol25 dataset: a structure of composition C3H14N2O3 (wB97M-V/def2-TZVPD).

Values from the calculation:
Gap between HOMO and LUMO = 9.009 eV
E_HOMO = -8.489 eV
Strongest force on any atom = 2.474 eV Å⁻¹
LUMO = 0.520 eV
Relative energy (zero: lowest compared OMol25 entry of this formula, charge and spin) = 319.4 kJ/mol
M = 126.16 g mol⁻¹

```
! RIJCOSX wB97M-V def2-TZVPD def2/J DEFGRID3
* xyz 0 1
C -0.590 -0.132 -2.390
C -1.335 0.371 -1.124
N -1.146 -0.645 -0.074
C -1.294 -0.068 1.244
N -2.034 -0.636 2.167
H 0.483 -0.206 -2.217
H -0.728 0.610 -3.181
H -0.988 -1.082 -2.743
H -1.028 1.346 -0.765
H -2.394 0.422 -1.396
H -1.843 -1.387 -0.018
H -0.542 0.670 1.549
H -1.192 -1.282 1.858
H 0.328 -1.711 0.315
H 1.353 -2.714 1.004
O 1.231 -1.831 0.659
H 3.239 0.343 1.894
H 2.041 -0.389 1.229
O 2.442 0.492 1.394
H 1.844 2.054 0.486
H 0.955 3.312 0.232
O 1.197 2.461 -0.125
*
```



(7)
Entry from the OMol25 dataset: an isolated molecule of C6H5N3 (wB97M-V/def2-TZVPD).

Values from the calculation:
SMILES = c1cnc2[nH]ccc2n1
Gap between HOMO and LUMO = 9.036 eV
E_HOMO = -8.935 eV
Strongest force on any atom = 6.534 eV Å⁻¹
LUMO = 0.101 eV
Relative energy (zero: lowest compared OMol25 entry of this formula, charge and spin) = 262.4 kJ/mol
M = 119.13 g mol⁻¹

```
! RIJCOSX wB97M-V def2-TZVPD def2/J DEFGRID3
* xyz 0 1
C -2.211 0.640 0.007
C -2.036 -0.756 -0.136
N -0.918 -1.444 -0.082
C 0.182 -0.693 0.219
N 1.534 -1.052 0.015
C 2.293 0.145 0.026
C 1.484 1.261 -0.259
C -0.016 0.705 0.034
N -1.073 1.483 0.222
H -3.155 1.070 0.134
H -3.008 -1.376 -0.357
H 1.947 -2.077 0.452
H 3.282 -0.185 0.013
H 1.697 2.281 -0.287
*
```



(8)
Entry from the OMol25 dataset: the ion C21H20FN2O2 with charge +1 (wB97M-V/def2-TZVPD).

Values from the calculation:
SMILES = O=C(Cn1cc(-c2ccc(F)cc2)[n+]2c1CCC2)OCc1ccccc1
Gap between HOMO and LUMO = 9.424 eV
E_HOMO = -11.819 eV
Strongest force on any atom = 0.956 eV Å⁻¹
LUMO = -2.395 eV
M = 351.40 g mol⁻¹

```
! RIJCOSX wB97M-V def2-TZVPD def2/J DEFGRID3
* xyz 1 1
O 3.637 1.216 -1.219
C 3.133 0.184 -1.559
C 2.074 0.106 -2.680
N 0.825 0.280 -1.976
C -0.118 -0.685 -1.731
C -1.066 -0.169 -0.880
C -2.272 -0.802 -0.368
C -2.837 -0.430 0.853
C -3.976 -1.055 1.320
C -4.555 -2.056 0.557
F -5.658 -2.658 1.004
C -4.015 -2.446 -0.659
C -2.875 -1.818 -1.115
N -0.653 1.114 -0.622
C 0.478 1.361 -1.281
C 0.990 2.726 -1.048
C -0.238 3.399 -0.398
C -1.088 2.244 0.168
O 3.244 -0.985 -0.964
C 3.849 -0.976 0.348
C 2.875 -0.327 1.297
C 1.635 -0.923 1.503
C 0.690 -0.309 2.305
C 0.975 0.909 2.903
C 2.207 1.508 2.696
C 3.154 0.895 1.892
H 2.089 -0.864 -3.174
H 2.229 0.915 -3.397
H -0.045 -1.661 -2.164
H -2.376 0.334 1.459
H -4.418 -0.780 2.264
H -4.492 -3.227 -1.230
H -2.458 -2.103 -2.068
H 1.313 3.223 -1.961
H 1.852 2.695 -0.374
H 0.047 4.102 0.379
H -0.804 3.940 -1.155
H -2.160 2.414 0.059
H -0.851 2.061 1.221
H 4.795 -0.431 0.312
H 4.022 -2.026 0.585
H 1.416 -1.874 1.039
H -0.261 -0.792 2.475
H 0.247 1.381 3.546
H 2.433 2.453 3.165
H 4.111 1.365 1.729
*
```